14
Properties=species:S:1:pos:R:3:nbo_charge:R:1 method="wB97M-V/def2-TZVPD" lumo_ev=-5.22 homo_energy_ev=-8.8 e_above_lowest_kcal_mol=155.9
S -2.2171 0.7567 0.8967 -0.33
S 2.1339 -0.8154 2.4137 0.29
C 0.8335 -0.8910 1.0857 -0.57
C 1.0101 0.3388 0.1541 -0.52
C 0.3915 0.0242 -1.2129 0.65
N -0.6826 0.7237 -1.5782 -0.85
O 0.7127 -0.9795 -1.9316 -0.62
H -3.2683 0.0427 0.5590 0.13
H 0.9235 -1.8429 0.4842 0.27
H -0.1346 -0.8796 1.6530 0.30
H 2.0895 0.5963 0.0024 0.26
H 0.3597 1.1346 0.6293 0.24
H -1.3659 0.7397 -0.6039 0.35
H -0.7860 1.0517 -2.5517 0.42

=====

74
Properties=species:S:1:pos:R:3:lowdin_charge:R:1 method="wB97M-V/def2-TZVPD" lumo_ev=1.62 homo_energy_ev=-4.4 e_above_lowest_kcal_mol=34.5 total_charge=-1
N 0.6896 0.0743 1.5026 -0.03
B 1.2471 -0.4696 0.1931 -0.78
N 0.0883 -0.6193 -0.8553 0.06
C 0.4906 -0.0570 -1.9570 -0.68
S 1.3721 0.3489 -3.3464 0.45
H 0.0547 -0.5859 1.9757 -0.07
H 1.4555 0.3803 2.1237 -0.01
H 2.0322 0.2850 -0.3274 0.00
H 1.8401 -1.5094 0.3075 0.03
C -0.2783 -0.1121 5.3095 -1.47
Cl 1.0582 0.9068 4.7558 0.59
Cl -1.4877 0.8620 6.1652 0.49
Cl -1.0132 -0.9698 3.9480 0.57
H 0.1193 -0.8505 6.0039 0.02
C -5.4382 -1.0138 4.1972 -1.52
Cl -4.0938 -0.5046 5.2283 0.49
Cl -5.8877 0.2802 3.0773 0.50
Cl -5.0156 -2.4854 3.3096 0.50
H -6.2958 -1.2303 4.8329 0.00
C -2.5255 -5.8860 2.3333 -1.53
Cl -3.0134 -7.3805 3.1479 0.51
Cl -3.9434 -5.0106 1.7382 0.49
Cl -1.5773 -4.8647 3.4228 0.52
H -1.9020 -6.1486 1.4800 0.02
C 5.7233 0.6962 -3.2252 -1.54
Cl 5.3875 2.3255 -3.8319 0.52
Cl 7.4547 0.4957 -2.9078 0.50
Cl 4.7806 0.3697 -1.7673 0.50
H 5.4302 -0.0213 -3.9903 -0.03
C -9.9864 1.1087 2.9733 -1.56
Cl -9.0740 0.1854 4.1756 0.51
Cl -11.5944 1.5175 3.5911 0.52
Cl -9.1060 2.5726 2.5151 0.50
H -10.1076 0.4895 2.0857 -0.02
C 2.1726 3.9140 -2.0642 -1.56
Cl 3.1098 3.0197 -0.8615 0.52
Cl 0.5605 4.2922 -1.4384 0.49
Cl 3.0207 5.3960 -2.5386 0.50
H 2.0595 3.2860 -2.9471 -0.07
C -0.0957 2.5023 -6.4270 -1.53
Cl 0.1941 3.0373 -4.7680 0.51
Cl -1.7663 2.8391 -6.9077 0.51
Cl 1.0405 3.2804 -7.5407 0.50
H 0.0634 1.4256 -6.4720 0.01
C 2.3493 4.1079 5.9264 -1.54
Cl 1.8387 5.6001 5.1252 0.49
Cl 4.0813 3.8331 5.6867 0.52
Cl 1.9617 4.1641 7.6531 0.51
H 1.8054 3.2768 5.4804 -0.06
C -1.6173 5.0135 2.3635 -1.52
Cl -1.7306 5.0327 0.5977 0.50
Cl -1.3177 3.3711 2.9487 0.53
Cl -0.3457 6.1132 2.9187 0.49
H -2.5674 5.3553 2.7712 0.01
C -9.7672 2.1279 -1.7116 -1.53
Cl -10.0617 3.7680 -2.3075 0.52
Cl -8.0468 1.8868 -1.3779 0.53
Cl -10.7324 1.8107 -0.2617 0.52
H -10.0686 1.4230 -2.4849 0.02
C 3.0723 -3.6507 -3.4526 -1.50
Cl 4.3851 -2.6109 -4.0295 0.47
Cl 1.8594 -2.6981 -2.5927 0.58
Cl 2.3354 -4.5284 -4.8042 0.51
H 3.4918 -4.3787 -2.7591 -0.02
C 7.8695 -4.5215 -5.3560 -1.52
Cl 9.3634 -4.7488 -4.4341 0.53
Cl 6.6359 -5.6804 -4.8362 0.54
Cl 7.2778 -2.8640 -5.1825 0.50
H 8.0854 -4.7002 -6.4082 0.02
C 6.5430 -4.5527 -1.2509 -1.54
Cl 8.0379 -4.7802 -0.3295 0.51
Cl 5.3111 -5.7146 -0.7332 0.53
Cl 5.9489 -2.8970 -1.0755 0.52
H 6.7593 -4.7296 -2.3034 -0.05

=====

12
Properties=species:S:1:pos:R:3:nbo_charge:R:1 method="wB97M-V/def2-TZVPD" lumo_ev=3.88 homo_energy_ev=-4.3 e_above_lowest_kcal_mol=34.7 total_charge=-1
C -2.4297 -0.2475 0.0198 0.70
C -1.3267 -0.1722 -1.0080 -0.27
N 0.1962 -1.2277 -0.1821 -1.15
O -2.3014 -0.9544 1.0171 -0.75
O -3.4073 0.5083 -0.1907 -0.76
Si 1.2822 0.0029 0.2804 1.11
H -0.8817 0.6999 -1.4760 0.19
H -1.5743 -0.8351 -1.7977 0.19
H -0.4235 -1.5586 0.5157 0.41
H 1.9783 -0.7523 1.3778 -0.23
H 0.6226 1.2025 0.9334 -0.21
H 2.2256 0.3685 -0.6751 -0.23

=====

12
Properties=species:S:1:pos:R:3:nbo_charge:R:1 method="wB97M-V/def2-TZVPD" lumo_ev="0.79 / 0.79" homo_energy_ev="-9.4 / -9.4" e_above_lowest_kcal_mol=182.2
C 0.5661 1.2889 0.1194 -0.26
C -0.3731 0.3920 0.0075 0.32
C 1.5970 0.1593 0.2103 -0.38
C 0.4549 -0.7831 -0.2407 -0.47
O -2.8538 -0.5631 0.3416 -0.49
O -2.2972 0.5840 -0.2948 -0.29
H 0.5176 2.4072 0.1483 0.24
H 2.3012 0.4151 -0.4909 0.21
H 2.1177 0.2129 1.2278 0.23
H 0.4580 -1.6685 0.3660 0.22
H 0.3977 -1.0470 -1.2739 0.23
H -2.8861 -1.3977 -0.1204 0.45

=====

76
Properties=species:S:1:pos:R:3:lowdin_charge:R:1 method="wB97M-V/def2-TZVPD" smiles=CCCCCCCCCPCCOCC.ClCCCl.ClCCCl.ClCCCl.ClCCCl lumo_ev=0.51 homo_energy_ev=-8.3
C 0.2967 -3.9626 2.8246 -0.11
C -1.2120 -3.7036 2.7359 -0.26
C -1.8877 -4.4506 1.5668 -0.22
C -2.1592 -3.5689 0.3434 -0.22
C -3.4766 -2.7863 0.4323 -0.20
C -3.6301 -1.6761 -0.6362 -0.22
C -3.6123 -0.2492 -0.0693 -0.21
C -2.2205 0.2173 0.4241 -0.28
C -2.1074 0.2089 1.9569 -0.45
P -0.8754 1.2918 2.8005 0.90
C 0.8423 1.0206 2.1081 -0.40
C 1.1353 -0.0965 1.1099 -0.26
O 1.0454 0.4354 -0.2089 -0.23
C 1.9158 -0.2041 -1.1313 -0.34
C 1.6140 -1.6795 -1.3532 -0.08
H 0.7498 -3.8579 1.8317 0.06
H 0.7739 -3.2114 3.4650 0.07
H 0.5260 -4.9525 3.2237 0.07
H -1.3598 -2.6214 2.6103 0.07
H -1.7048 -3.9601 3.6808 0.10
H -2.8157 -4.9265 1.9053 0.11
H -1.2267 -5.2740 1.2640 0.11
H -1.3216 -2.8783 0.1743 0.10
H -2.2079 -4.2086 -0.5482 0.11
H -4.2863 -3.5106 0.2771 0.11
H -3.6249 -2.3886 1.4444 0.11
H -4.5669 -1.8269 -1.1840 0.10
H -2.8192 -1.7852 -1.3703 0.08
H -3.9417 0.4322 -0.8619 0.09
H -4.3402 -0.2264 0.7501 0.10
H -1.9659 1.2034 0.0302 0.09
H -1.4807 -0.4972 0.0439 0.05
H -2.0095 -0.8190 2.3279 0.04
H -3.0585 0.5771 2.3704 0.07
H -1.2033 2.5086 2.1637 -0.08
H 1.4707 0.8670 2.9891 0.03
H 1.1753 1.9520 1.6357 0.06
H 0.4694 -0.9633 1.2290 0.10
H 2.1705 -0.4350 1.2650 0.12
H 2.9527 -0.0355 -0.8043 0.08
H 1.7775 0.3249 -2.0792 0.07
H 2.1670 -2.0441 -2.2242 0.03
H 1.8652 -2.3014 -0.4914 0.07
H 0.5468 -1.7854 -1.5782 0.04
Cl 4.5303 -2.4617 -3.3911 0.56
C 5.2540 -1.0751 -2.5322 -0.64
C 4.8469 0.2442 -3.1348 -0.69
Cl 5.5382 0.4837 -4.7612 0.55
H 6.3331 -1.2034 -2.5510 0.07
H 4.9087 -1.1238 -1.5005 0.06
H 5.2110 1.0581 -2.5123 0.04
H 3.7663 0.3277 -3.2191 0.04
Cl 1.8261 3.2903 4.5891 0.56
C 1.4091 5.0010 4.8605 -0.66
C 0.0432 5.3415 4.3228 -0.65
Cl 0.0085 5.3115 2.5379 0.53
H 2.1760 5.6112 4.3901 0.07
H 1.4354 5.1659 5.9362 0.07
H -0.2246 6.3526 4.6241 0.07
H -0.7123 4.6477 4.6831 0.07
Cl 3.3951 2.6711 -1.0832 0.62
C 1.9114 3.6617 -1.0745 -0.61
C 0.8582 3.0692 -1.9716 -0.66
Cl 1.3106 3.1643 -3.7027 0.54
H 2.1834 4.6689 -1.3794 0.07
H 1.5471 3.6839 -0.0483 0.05
H -0.0746 3.6194 -1.8576 0.08
H 0.6777 2.0247 -1.7281 -0.01
Cl -1.1161 0.1554 -2.6276 0.71
C -1.4679 -0.1625 -4.3456 -0.61
C -2.5497 0.7441 -4.8726 -0.65
Cl -4.1356 0.3861 -4.1378 0.55
H -1.7482 -1.2092 -4.4362 0.07
H -0.5462 0.0082 -4.9000 0.08
H -2.6547 0.6031 -5.9468 0.07
H -2.3199 1.7876 -4.6728 0.07

=====

48
Properties=species:S:1:pos:R:3:nbo_charge:R:1 method="wB97M-V/def2-TZVPD" lumo_ev=-1.48 homo_energy_ev=-8.2
O 1.9357 -0.1295 -4.8466 -0.57
C 3.1046 -0.3019 -4.6541 0.78
O 4.0510 -0.0710 -5.5656 -0.68
H 3.6637 0.2774 -6.3850 0.50
C 3.7126 -0.8104 -3.3540 -0.34
N 2.6983 -1.1785 -2.4110 -0.41
C 2.3593 -0.4113 -1.3369 0.67
O 2.9167 0.6045 -0.9615 -0.59
C 1.1948 -1.0528 -0.6802 -0.12
C 0.7065 -0.4477 0.4339 -0.23
C -0.4333 -0.8443 1.2684 0.66
O -1.1548 -1.8038 1.1157 -0.56
N -0.5925 0.0585 2.3031 -0.48
C 0.2862 1.0947 2.3545 -0.10
S 0.3178 2.2598 3.4945 0.01
S 1.4466 1.0109 1.0315 0.51
C -1.7532 -0.0665 3.1629 -0.15
C -1.4538 0.3693 4.5963 0.81
O -2.1840 1.0319 5.2765 -0.59
O -0.3528 -0.2364 5.0560 -0.69
H -0.1743 0.0401 5.9685 0.50
C -2.9801 0.6516 2.5615 -0.45
C -2.6196 1.9979 1.9985 0.06
C -2.6997 3.1411 2.7826 -0.23
C -2.2914 4.3631 2.2787 -0.20
C -1.7957 4.4549 0.9888 -0.21
C -1.7238 3.3225 0.1967 -0.20
C -2.1376 2.1011 0.6991 -0.26
H -2.0850 1.2183 0.0740 0.21
H -1.3399 3.3862 -0.8110 0.21
H -1.4652 5.4070 0.6012 0.21
H -2.3499 5.2448 2.8990 0.21
H -3.0604 3.0623 3.7968 0.23
H -3.3902 0.0179 1.7730 0.23
H -3.7172 0.7576 3.3578 0.25
H -1.9656 -1.1445 3.2132 0.27
C 0.8803 -2.2123 -1.4696 -0.04
C -0.0943 -3.1956 -1.3729 -0.16
C -0.1193 -4.1951 -2.3329 -0.24
C 0.8031 -4.2184 -3.3684 -0.16
C 1.7876 -3.2429 -3.4815 -0.27
C 1.8156 -2.2477 -2.5299 0.19
H 2.4962 -3.2673 -4.2946 0.22
H 0.7590 -5.0070 -4.1044 0.22
H -0.8711 -4.9669 -2.2749 0.22
H -0.8105 -3.1731 -0.5686 0.25
H 4.2989 0.0011 -2.9087 0.27
H 4.3808 -1.6495 -3.5705 0.24